DFT (wB97M-V/def2-TZVPD) results for a molecular structure, C38H36N7OP2Se2Zr.

Geometry as ORCA input:
```
! RIJCOSX wB97M-V def2-TZVPD def2/J DEFGRID3
* xyz 3 1
Zr 0.09147 -0.01730 -0.10035
O 0.30609 2.00170 0.86583
C 1.15956 3.01730 0.18097
C 0.50273 3.53775 -1.07789
C 0.02292 2.45591 -2.06981
C -1.40303 2.01270 -1.85551
C -2.47321 2.74608 -2.33585
C -3.76708 2.31700 -2.08164
C -3.97433 1.15098 -1.35125
C -2.87737 0.45496 -0.90233
N -1.61388 0.88383 -1.14150
H -0.15180 2.40764 1.61170
H 2.09669 2.49884 -0.02201
H 1.35873 3.80974 0.89856
H 1.25926 4.15684 -1.56536
H -0.32460 4.20642 -0.83277
H 0.71063 1.59126 -2.08096
H 0.09744 2.85459 -3.08230
H -2.29062 3.64004 -2.91751
H -4.61032 2.87989 -2.46054
H -4.96829 0.77617 -1.15420
H -2.97969 -0.49359 -0.38786
Se -1.78661 -6.42423 -2.67752
P -0.02096 -5.40761 -2.98508
C 0.38932 -4.97612 -4.68600
C 0.74807 -6.02379 -5.53793
C 0.93497 -5.78705 -6.88836
C 0.74597 -4.51016 -7.40328
C 0.37210 -3.47106 -6.56541
C 0.19300 -3.70225 -5.20862
C 1.45213 -6.19342 -2.27945
C 2.70553 -6.09485 -2.87759
C 3.79101 -6.77766 -2.34529
C 3.62547 -7.56542 -1.21563
C 2.37550 -7.67230 -0.61668
C 1.28985 -6.99485 -1.14738
C -0.08392 -3.74462 -2.12154
C 0.79560 -2.76269 -1.71322
N 0.04800 -1.85240 -1.02561
N -1.23704 -2.26298 -1.01247
N -1.33142 -3.36462 -1.65447
P 2.53664 -2.32886 -1.77668
Se 2.58164 -0.22701 -0.89082
C 3.18945 -2.21196 -3.41464
C 2.66795 -1.25791 -4.29508
C 3.14500 -1.19016 -5.58717
C 4.13883 -2.07110 -6.00575
C 4.66429 -3.01072 -5.13230
C 4.19774 -3.08427 -3.82883
C 3.49704 -3.31398 -0.66893
C 2.86610 -4.17832 0.22732
C 3.63158 -4.86064 1.15915
C 5.00743 -4.68063 1.19440
C 5.63403 -3.81658 0.30122
C 4.88376 -3.12289 -0.62940
H 0.86050 -7.02902 -5.14898
H 1.20655 -6.60266 -7.54446
H 0.86880 -4.33298 -8.46340
H 0.19880 -2.48406 -6.97393
H -0.13323 -2.88872 -4.57057
H 2.82133 -5.52981 -3.79220
H 4.75611 -6.72668 -2.83324
H 4.46455 -8.12127 -0.81809
H 2.24051 -8.31453 0.24358
H 0.30147 -7.12061 -0.72116
H 1.89920 -0.56610 -3.96792
H 2.75125 -0.45448 -6.27469
H 4.51117 -2.01559 -7.01994
H 5.44520 -3.68257 -5.46094
H 4.61603 -3.81025 -3.14555
H 1.79739 -4.34508 0.18016
H 3.15616 -5.54859 1.84456
H 5.60018 -5.22142 1.92018
H 6.70680 -3.68581 0.33429
H 5.37457 -2.44263 -1.31590
N -2.44358 -1.76740 4.50821
C -1.31491 -1.58602 3.82377
C -1.29325 -1.01091 2.53031
N -0.13481 -0.87608 1.88178
C 1.01436 -1.28271 2.45734
C 0.96018 -1.81723 3.74050
N -0.16537 -1.96441 4.40435
H -3.34945 -1.53391 4.14137
H -2.39002 -2.17864 5.42812
H -2.20365 -0.68894 2.03791
H 1.94046 -1.17907 1.90872
H 1.87229 -2.13384 4.23220
*
```

Values from the calculation:
- F_max (eV Å⁻¹) = 0.456
- relative energy (zero: lowest compared OMol25 entry of this formula, charge and spin) (kJ/mol) = 55.98
- E_LUMO (eV) = -9.89
- HOMO-LUMO gap (eV) = 4.1


DFT (wB97M-V/def2-TZVPD) results for 2 unconnected molecules or ions with the total composition C2H7S3 at a distorted geometry.

Geometry as ORCA input:
```
! RIJCOSX wB97M-V def2-TZVPD def2/J DEFGRID3
* xyz -1 1
C 1.76157 -1.28366 -1.64333
S 2.40562 -2.70486 -2.57842
H 0.68019 -1.38353 -1.74937
H 1.91021 -0.37792 -2.23513
H 2.18046 -1.05045 -0.66987
C -2.13813 1.69060 2.57716
S -1.13207 1.15329 1.05774
S -2.58338 0.83067 -0.36449
H -2.08472 2.78201 2.63848
H -3.06178 1.16692 2.36463
H -1.55657 1.36245 3.43727
H 3.61861 -2.18553 -2.83467
*
```

Values from the calculation:
- F_max (eV Å⁻¹) = 2.297
- relative energy (zero: lowest compared OMol25 entry of this formula, charge and spin) (kJ/mol) = 84.43
- E_LUMO (eV) = 2.85
- HOMO-LUMO gap (eV) = 4.9


DFT (wB97M-V/def2-TZVPD) results for a molecular structure, C23H15F3N4O6S6V.

Geometry as ORCA input:
```
! RIJCOSX wB97M-V def2-TZVPD def2/J DEFGRID3
* xyz -2 2
V 0.30252 0.38078 0.91629
N 0.31641 2.46908 4.89425
C 0.65022 1.85030 3.71109
S 0.24739 2.61168 2.23375
N 1.32407 0.72908 3.82678
N 1.60450 0.19264 2.60029
C 2.66479 -0.50918 2.49705
C 2.95012 -1.12198 1.20925
C 4.12721 -1.81114 0.96306
C 4.34030 -2.32878 -0.30338
C 3.38026 -2.12754 -1.27724
C 2.22683 -1.42642 -0.95180
N 2.00815 -0.95556 0.26957
H -0.50490 3.04721 4.82251
H 0.32718 1.84733 5.68938
H 3.32927 -0.63667 3.34582
H 4.85723 -1.92447 1.75365
H 5.25068 -2.87058 -0.52859
H 3.51233 -2.49289 -2.28562
H 1.45598 -1.22388 -1.68143
O -1.64721 2.20734 -2.53225
S -1.36778 2.61321 -1.17987
O -2.48958 3.16992 -0.45456
O -0.61678 1.61491 -0.40925
C -0.14903 3.93315 -1.26983
C -0.66674 5.22183 -1.29562
C 0.16528 6.32778 -1.35066
C 1.53746 6.14617 -1.36712
C 2.06361 4.86370 -1.33511
C 1.23951 3.74309 -1.28900
S 2.12155 2.15200 -1.29034
O 3.51691 2.51477 -1.44182
O 1.56827 1.36639 -2.36639
O 1.90116 1.55815 0.05280
H -1.74153 5.33410 -1.24682
H -0.26125 7.32404 -1.36555
H 2.20558 6.99907 -1.39792
H 3.13146 4.70149 -1.34607
S -1.28267 -4.01691 0.09752
C -0.81460 -2.45823 0.43669
S -0.92996 -1.09479 -0.59094
S -0.11965 -1.93269 1.90423
F -8.62165 2.15734 3.57411
C -7.57679 2.67365 4.27452
F -7.83609 2.40265 5.57463
F -7.68449 4.01820 4.13691
C -6.25805 2.15187 3.82129
C -5.73043 2.58979 2.60677
C -4.52777 2.09485 2.14780
C -3.81623 1.13882 2.89758
C -4.36108 0.70849 4.11483
C -5.56713 1.20984 4.57249
C -2.57732 0.65503 2.40665
C -1.47617 0.45806 1.92794
H -6.26516 3.32934 2.02299
H -4.09483 2.43903 1.21580
H -3.82164 -0.03135 4.69163
H -5.97485 0.86656 5.51439
*
```

Values from the calculation:
- F_max (eV Å⁻¹) = 0.434
- relative energy (zero: lowest compared OMol25 entry of this formula, charge and spin) (kJ/mol) = 43.73
- E_LUMO (spin up / spin down) (eV) = 4.20 / 4.18
- HOMO-LUMO gap (spin up / spin down) (eV) = 6.7 / 6.7


DFT (wB97M-V/def2-TZVPD) results for 2 unconnected molecules or ions with the total composition C2HFIO2 at a distorted geometry.

Geometry as ORCA input:
```
! RIJCOSX wB97M-V def2-TZVPD def2/J DEFGRID3
* xyz -1 1
C 0.46486 -2.62448 0.10719
C -0.83665 1.01287 -0.04809
O 0.31277 -2.53574 1.25400
O 0.57804 -2.53826 -1.04310
F -1.32758 2.29753 0.28032
I -2.43868 -0.43105 0.02243
H -0.35483 0.76809 0.87582
*
```

Values from the calculation:
- F_max (eV Å⁻¹) = 1.951
- relative energy (zero: lowest compared OMol25 entry of this formula, charge and spin) (kJ/mol) = 121.07
- E_LUMO (eV) = 3.29
- HOMO-LUMO gap (eV) = 5.4


DFT (wB97M-V/def2-TZVPD) results for 2 unconnected molecules or ions with the total composition C2H6N2O4.

Geometry as ORCA input:
```
! RIJCOSX wB97M-V def2-TZVPD def2/J DEFGRID3
* xyz 0 1
C 0.55746 -1.42299 -2.39200
N 0.38486 -0.36249 -1.35738
O -0.67868 0.23388 -1.35683
O 1.34553 -0.09860 -0.65991
H 1.03911 -0.98829 -3.26287
H -0.40394 -1.85983 -2.63054
H 1.23841 -2.17441 -1.99688
C -0.63389 1.53659 1.67724
N -0.30923 0.19678 2.24396
O 0.48959 0.16549 3.15132
O -0.86990 -0.76756 1.76792
H -1.23031 1.44730 0.78131
H 0.27861 2.10409 1.54459
H -1.20761 1.99003 2.49006
*
```

Values from the calculation:
- F_max (eV Å⁻¹) = 0.965
- relative energy (zero: lowest compared OMol25 entry of this formula, charge and spin) (kJ/mol) = 674.57
- SMILES string = C[N+](=O)[O-].C[N+](=O)[O-]
- E_LUMO (eV) = 0.05
- HOMO-LUMO gap (eV) = 10.9


DFT (wB97M-V/def2-TZVPD) results for 2 unconnected molecules or ions with the total composition C5H3NO at a distorted geometry.

Geometry as ORCA input:
```
! RIJCOSX wB97M-V def2-TZVPD def2/J DEFGRID3
* xyz 0 1
C -2.05367 -0.11560 -0.00357
C -1.31801 0.99028 0.01288
C -1.11523 -1.11196 -0.01105
C 0.84008 0.02536 -0.00194
C 2.15259 0.16680 -0.00336
N 0.11445 -1.12263 -0.01643
O -0.06630 1.17741 0.01228
H -3.94461 -0.43602 0.00831
H 2.61713 1.13209 0.00380
H 2.77358 -0.70573 -0.00092
*
```

Values from the calculation:
- F_max (eV Å⁻¹) = 5.162
- relative energy (zero: lowest compared OMol25 entry of this formula, charge and spin) (kJ/mol) = 759.97
- E_LUMO (spin up / spin down) (eV) = -0.92 / -0.95
- HOMO-LUMO gap (spin up / spin down) (eV) = 7.9 / 7.9


Q: The lowest F_max belongs to which entry?
A: C23H15F3N4O6S6V


Copy entry 6 word for word.
DFT (wB97M-V/def2-TZVPD) results for 2 unconnected molecules or ions with the total composition C5H3NO at a distorted geometry.

Geometry as ORCA input:
```
! RIJCOSX wB97M-V def2-TZVPD def2/J DEFGRID3
* xyz 0 1
C -2.05367 -0.11560 -0.00357
C -1.31801 0.99028 0.01288
C -1.11523 -1.11196 -0.01105
C 0.84008 0.02536 -0.00194
C 2.15259 0.16680 -0.00336
N 0.11445 -1.12263 -0.01643
O -0.06630 1.17741 0.01228
H -3.94461 -0.43602 0.00831
H 2.61713 1.13209 0.00380
H 2.77358 -0.70573 -0.00092
*
```

Values from the calculation:
- F_max (eV Å⁻¹) = 5.162
- relative energy (zero: lowest compared OMol25 entry of this formula, charge and spin) (kJ/mol) = 759.97
- E_LUMO (spin up / spin down) (eV) = -0.92 / -0.95
- HOMO-LUMO gap (spin up / spin down) (eV) = 7.9 / 7.9


Q: Which value of relative energy (zero: lowest compared OMol25 entry of this formula, charge and spin) does entry 6 give?
A: 759.97 kJ/mol


Q: Among the records above, which one has the highest relative energy (zero: lowest compared OMol25 entry of this formula, charge and spin)?
A: C5H3NO